Molecular formula: C21H25F2IN4O2Ti
Method: DFT, ωB97M-V/def2-TZVPD

Structure (XYZ):
```
56
Properties=species:S:1:pos:R:3:nbo_charge:R:1
I -3.03 -2.41 -1.73 -0.303
Ti -1.29 -1.21 -0.03 1.495
F -3.36 0.35 0.63 -0.362
F -1.41 1.35 0.65 -0.369
O 2.27 -2.03 4.89 -0.699
O -1.89 -1.65 1.55 -0.684
N -2.12 -0.92 5.03 -0.374
N 0.96 2.92 -3.68 -0.422
N 0.44 -1.04 0.77 -0.586
N -0.30 1.56 -1.99 -0.439
C -0.14 -1.04 3.08 -0.132
C -0.84 -0.81 5.36 0.022
C -2.25 0.59 -0.17 0.181
C 3.08 -2.25 -1.55 -0.206
C 0.19 -0.86 4.45 -0.051
C -0.90 2.89 -2.09 -0.258
C 0.86 -2.46 -2.48 -0.201
C 2.58 -1.68 -0.40 -0.252
C -3.92 -1.33 3.46 -0.650
C -0.10 3.74 -3.12 -0.248
C 1.63 -0.77 4.88 -0.090
C 2.25 -2.64 -2.58 -0.200
C 0.83 -1.05 2.04 0.177
C 0.40 1.75 -4.33 -0.250
C 1.19 -1.49 -0.30 0.133
C -1.51 -1.28 2.75 0.339
C 1.87 2.51 -2.63 -0.249
C -2.47 -1.17 3.78 0.188
C 1.09 1.68 -1.57 -0.261
C -0.38 0.90 -3.28 -0.261
C 0.34 -1.88 -1.35 -0.372
H -4.08 -2.24 2.87 0.234
H -0.26 2.08 -5.14 0.198
H -0.88 3.36 -1.10 0.207
H 2.31 3.41 -2.18 0.197
H 1.51 0.68 -1.47 0.207
H 3.24 -1.38 0.40 0.206
H 2.68 1.92 -3.07 0.198
H 1.71 -0.40 5.91 0.203
H 0.36 4.61 -2.65 0.198
H -0.74 4.08 -3.94 0.199
H 1.10 2.17 -0.59 0.199
H 1.22 1.18 -4.77 0.198
H -1.93 2.79 -2.41 0.196
H 4.15 -2.41 -1.64 0.219
H 2.18 -0.07 4.22 0.162
H 1.89 -1.10 2.26 0.202
H -1.44 0.81 -3.56 0.204
H -2.62 1.27 -0.96 0.159
H -0.65 -0.64 6.41 0.199
H -4.24 -0.49 2.85 0.245
H -4.50 -1.36 4.37 0.236
H 0.22 -2.81 -3.28 0.225
H 2.65 -3.11 -3.47 0.217
H 0.04 -0.10 -3.19 0.217
H 2.04 -2.51 4.08 0.462
```

Output
Multiplicity = 1
E_HOMO = -7.80 eV
ΔE to the lowest compared entry with this formula, charge and spin = 1.0260 eV
Calculated total energy = -2531.58894 a.u.


Molecular formula: C21H25F4NO4S
Method: DFT, ωB97M-V/def2-TZVPD

Structure (XYZ):
```
56
Properties=species:S:1:pos:R:3:nbo_charge:R:1
S -2.96 1.73 -1.48 2.555
F -2.26 -0.64 1.70 -0.313
F -2.00 -2.78 1.41 -0.333
F -2.88 -2.75 -0.91 -0.311
F -3.83 -0.99 -0.14 -0.301
O -3.08 0.25 -2.05 -0.698
O -4.07 2.03 -0.65 -0.878
O -2.58 2.64 -2.49 -0.896
O -1.72 1.39 -0.48 -0.681
N 0.30 0.09 -0.66 -0.646
C -1.67 -1.43 -2.89 -0.415
C -0.17 -3.31 -1.92 -0.031
C 1.17 6.05 3.85 -0.211
C 0.11 -5.39 -0.03 -0.209
C 2.09 5.26 4.51 -0.218
C -0.85 -4.52 -2.08 -0.195
C 1.08 1.28 -0.31 -0.219
C -1.80 -1.56 0.84 0.491
C -0.37 -2.24 -2.98 -0.428
C -0.71 -5.54 -1.15 -0.198
C 0.37 4.11 2.66 -0.235
C -1.97 -0.63 -1.63 0.208
C -0.96 0.44 -1.22 0.213
C 1.31 3.33 3.32 -0.166
C -2.64 -1.50 -0.47 0.609
C 2.46 0.90 0.20 -0.408
C 2.17 3.90 4.25 -0.222
C 0.67 -3.17 -0.82 -0.237
C 0.30 5.47 2.92 -0.210
C 3.26 0.02 -0.78 -0.620
C 0.80 -4.20 0.13 -0.189
H 0.81 -0.39 -1.40 0.376
H 0.51 -1.61 -3.09 0.202
H 2.40 0.38 1.15 0.209
H 2.89 3.28 4.77 0.209
H 0.57 1.76 0.52 0.213
H 4.23 0.45 -1.02 0.223
H 1.25 -2.28 -0.66 0.207
H -1.63 -0.69 -3.68 0.234
H -1.50 -4.65 -2.93 0.208
H -2.51 -2.07 -3.14 0.244
H -0.73 -1.46 0.69 0.175
H 3.44 -0.98 -0.39 0.214
H 0.22 -6.17 0.71 0.218
H 3.01 1.83 0.32 0.219
H 1.17 2.01 -1.12 0.176
H 1.44 -4.04 0.98 0.213
H 2.76 5.71 5.24 0.212
H 1.36 2.26 3.12 0.198
H -1.23 -6.48 -1.28 0.216
H 2.76 -0.13 -1.74 0.185
H -0.43 -2.78 -3.92 0.233
H -0.42 6.09 2.41 0.215
H -0.30 3.67 1.94 0.214
H 1.11 7.11 4.05 0.213
H -0.77 0.95 -2.19 0.164
```

Output
Multiplicity = 1
E_HOMO = -9.47 eV
Calculated total energy = -1968.53846 a.u.


Molecular formula: C21H25FIrN6O2
Method: DFT, ωB97M-V/def2-TZVPD

Structure (XYZ):
```
56
Properties=species:S:1:pos:R:3:mulliken_spin:R:1
Ir 0.54 -0.25 -0.47 0.986
F 2.31 -0.55 0.35 0.036
O 0.69 -0.90 2.51 0.010
O -0.79 0.49 -1.73 0.018
N 0.49 -4.18 -2.34 -0.001
N -0.06 1.38 0.59 -0.003
N 1.04 -1.87 -1.77 -0.049
N 2.76 -3.38 -2.61 0.000
N -0.83 2.24 -0.22 0.022
N 1.02 -2.60 -4.10 -0.001
C 2.43 -2.98 -3.98 0.000
C 0.20 -3.75 -3.71 0.000
C 0.22 -3.07 -1.44 0.003
C 1.94 0.86 5.45 0.003
C -3.21 2.59 -4.37 0.000
C -1.17 1.70 -1.34 -0.012
C -3.24 4.46 -2.85 0.001
C -2.03 2.46 -2.28 -0.006
C 1.91 -4.52 -2.25 0.000
C -3.62 3.88 -4.06 0.000
C 0.77 1.42 2.96 -0.001
C 1.06 0.09 3.34 0.009
C 0.15 1.90 1.74 -0.011
C 1.64 2.17 5.12 -0.001
C -2.44 3.75 -1.97 -0.003
C -2.41 1.88 -3.48 0.006
C 1.65 -0.17 4.57 -0.004
C 1.30 -2.16 2.66 0.005
C 2.48 -2.28 -1.71 0.002
C 1.05 2.43 3.89 0.002
C 0.74 -1.51 -3.20 0.009
H -0.31 -1.24 -3.25 0.007
H 2.38 -2.06 2.80 0.001
H -0.85 -3.48 -3.79 0.000
H -3.56 5.46 -2.61 0.000
H 2.71 -2.57 -0.68 0.001
H -4.24 4.43 -4.75 0.000
H -2.14 4.19 -1.03 0.000
H -3.51 2.14 -5.31 0.000
H 1.34 -0.64 -3.45 -0.012
H 0.43 -3.36 -0.41 -0.007
H 1.85 -1.19 4.87 0.000
H -2.09 0.88 -3.72 0.002
H 0.81 3.45 3.62 0.000
H 1.86 2.98 5.80 0.000
H -0.22 2.92 1.82 -0.002
H 0.86 -2.71 3.50 0.000
H 3.05 -2.12 -4.25 0.000
H 2.11 -5.35 -2.92 0.000
H -0.83 -2.78 -1.52 0.004
H 1.12 -2.69 1.73 -0.007
H 3.09 -1.42 -1.96 -0.007
H 2.14 -4.82 -1.23 0.000
H 0.41 -4.58 -4.39 0.000
H 2.64 -3.80 -4.66 0.000
H 2.39 0.63 6.41 0.000
```

Output
Multiplicity = 2
E_HOMO (alpha / beta) = -7.80 / -7.80 eV
ΔE to the lowest compared entry with this formula, charge and spin = 0.3727 eV
⟨S²⟩ = 0.75
Calculated total energy = -1498.40571 a.u.


Molecular formula: C21H25N2O4P
Method: DFT, ωB97M-V/def2-TZVPD

Structure (XYZ):
```
53
Properties=species:S:1:pos:R:3:nbo_charge:R:1
P 2.71 1.06 -0.37 2.391
O 3.74 1.36 0.81 -0.791
O 3.11 -0.01 -1.31 -1.131
O -0.84 -0.31 0.59 -0.429
O 2.71 2.53 -1.00 -0.795
N 0.52 1.24 1.44 -0.413
N 0.37 -0.99 -1.31 -0.618
C -0.69 -4.14 -4.76 -0.201
C 0.86 2.62 -2.58 -0.637
C -1.60 0.85 2.60 -0.054
C -0.50 -2.49 -3.02 0.054
C -2.79 0.12 2.64 -0.206
C -2.29 2.03 4.59 -0.217
C 1.10 0.71 0.33 -0.476
C 0.25 -0.25 -0.19 0.523
C -1.36 1.81 3.59 -0.175
C -3.48 1.30 4.63 -0.009
C -0.58 -3.14 -5.72 -0.215
C -0.47 -2.14 -1.55 -0.251
C 3.47 -0.53 2.33 -0.641
C -0.62 0.64 1.57 0.433
C 2.36 2.67 -2.37 -0.067
C -3.71 0.35 3.64 -0.204
C -4.50 1.55 5.70 -0.628
C -0.65 -3.81 -3.42 -0.239
C -0.39 -1.50 -3.98 -0.242
C -0.43 -1.83 -5.33 -0.199
C 4.40 0.26 1.43 -0.066
H 2.95 0.14 3.01 0.222
H -2.98 -0.62 1.88 0.219
H 2.73 -1.06 1.73 0.209
H 4.04 -1.25 2.91 0.215
H -4.95 0.62 6.03 0.218
H -5.30 2.19 5.31 0.222
H 2.85 1.87 -2.94 0.195
H -1.49 -1.89 -1.22 0.218
H -0.34 -1.05 -6.07 0.213
H -0.14 -3.01 -0.97 0.190
H -0.61 -3.40 -6.77 0.214
H 4.82 -0.39 0.66 0.192
H 1.32 -1.02 -1.67 0.447
H 0.62 2.83 -3.62 0.214
H -0.44 2.37 3.55 0.233
H 5.21 0.71 2.01 0.189
H -0.81 -5.17 -5.06 0.214
H 2.77 3.63 -2.67 0.188
H -4.05 2.05 6.55 0.216
H 0.48 1.63 -2.31 0.207
H 0.37 3.36 -1.95 0.217
H -0.73 -4.59 -2.67 0.209
H -2.10 2.77 5.35 0.211
H -4.63 -0.22 3.66 0.208
H -0.28 -0.47 -3.68 0.221
```

Output
SMILES = CCOP(=O)(OCC)c1nc(-c2ccc(C)cc2)oc1NCc1ccccc1
Multiplicity = 1
E_HOMO = -7.54 eV
ΔE to the lowest compared entry with this formula, charge and spin = 0.0000 eV
Calculated total energy = -1567.16073 a.u.


Q: What is the formula in the fourth record?
A: C21H25N2O4P